1.
{
  "formula": "C11H27N4O2",
  "method": "ωB97M-V/def2-TZVPD",
  "e_above_lowest_ev": 0.000,
  "total_charge": 1,
  "elements": ["O", "N", "O", "C", "C", "C", "N", "C", "C", "N", "H", "H", "H", "H", "H", "H", "H", "H", "H", "H", "H", "H", "C", "C", "N", "C", "C", "C", "C", "H", "H", "H", "H", "H", "H", "H", "H", "H", "H", "H", "H", "H", "H", "H"],
  "coordinates": [[1.60413, 2.04202, 3.62661], [1.53681, 1.24603, 2.81534], [0.67373, 1.71651, 1.67092], [-0.09636, 0.63735, 1.21486], [-1.50307, 0.69182, 1.80058], [-2.14718, 2.05933, 1.70877], [-3.60574, 1.98553, 1.89536], [-4.18525, 0.76504, 2.47233], [-3.62665, -0.52025, 1.83599], [-2.42116, -0.20101, 1.00256], [-0.11976, 0.69119, 0.11769], [0.39013, -0.30846, 1.48535], [-1.52262, 0.29473, 2.81846], [-1.64854, 2.75149, 2.38724], [-1.95067, 2.43294, 0.69499], [-3.89532, 2.75486, 2.48403], [-5.25476, 0.80143, 2.26844], [-4.06852, 0.69845, 3.55957], [-4.34176, -1.05334, 1.21273], [-3.27103, -1.20461, 2.60459], [-2.70386, 0.31817, 0.16656], [-1.96240, -1.06222, 0.69961], [3.23768, 0.84738, -0.46047], [2.51457, -0.48144, -0.62031], [1.37487, -0.40902, -1.52762], [0.51570, -1.58002, -1.47080], [1.09309, -2.93611, -1.88338], [1.67137, 0.10088, -2.86634], [2.76536, -0.60698, -3.66673], [2.51841, 1.63505, -0.22985], [3.94802, 0.77575, 0.36417], [3.80116, 1.14895, -1.34284], [2.10905, -0.78740, 0.35093], [3.24527, -1.25574, -0.89277], [-0.36894, -1.36719, -2.08104], [0.16674, -1.67007, -0.42983], [1.25338, -2.99740, -2.95768], [0.39992, -3.73339, -1.60917], [2.04109, -3.13673, -1.38423], [1.94328, 1.15347, -2.76564], [0.73367, 0.08832, -3.42780], [3.67472, -0.73416, -3.07764], [3.02402, -0.00392, -4.53772], [2.45745, -1.58722, -4.02578]],
  "forces_ev_per_angstrom": [[0.28, 0.43, 0.00], [-0.44, -0.47, -0.24], [-0.09, 0.19, 0.62], [0.26, -0.12, -0.44], [0.03, 0.08, 0.02], [-0.01, 0.03, -0.10], [0.11, -0.17, 0.17], [0.01, 0.03, 0.03], [0.01, -0.08, 0.05], [-0.06, 0.01, 0.13], [-0.01, -0.04, 0.05], [-0.07, 0.03, 0.01], [0.01, 0.04, -0.01], [-0.04, -0.11, 0.11], [0.05, 0.08, 0.06], [-0.16, 0.12, -0.29], [0.00, 0.00, 0.10], [0.09, -0.01, -0.04], [-0.01, 0.14, -0.06], [-0.06, -0.04, -0.04], [0.03, -0.11, -0.05], [0.07, 0.05, -0.03], [-0.12, 0.05, 0.13], [0.04, -0.04, -0.03], [-0.03, -0.01, 0.06], [0.02, 0.02, -0.09], [-0.02, -0.02, 0.02], [-0.03, 0.03, -0.03], [-0.01, 0.00, 0.00], [0.06, 0.05, 0.00], [0.00, 0.02, 0.00], [-0.05, -0.11, -0.07], [0.14, -0.02, 0.00], [-0.05, -0.01, -0.07], [0.00, -0.01, -0.02], [0.03, -0.03, 0.04], [0.01, 0.01, 0.01], [0.00, 0.00, -0.01], [-0.01, 0.00, 0.00], [0.01, 0.00, 0.04], [0.01, -0.01, -0.01], [0.01, 0.02, -0.01], [-0.01, -0.01, -0.01], [0.01, -0.01, 0.02]]
}

2.
{
  "formula": "C11H27O15P2V",
  "method": "ωB97M-V/def2-TZVPD",
  "e_above_lowest_ev": 0.000,
  "elements": ["O", "V", "O", "O", "C", "O", "O", "H", "C", "O", "P", "O", "O", "C", "O", "C", "H", "H", "H", "H", "H", "H", "H", "H", "H", "C", "O", "P", "O", "O", "C", "O", "C", "H", "H", "H", "H", "H", "H", "H", "H", "H", "O", "C", "O", "C", "C", "C", "H", "H", "H", "H", "H", "H", "H", "H"],
  "coordinates": [[-2.23065, -0.00017, -0.46995], [-1.16466, -0.67731, 0.51166], [0.23537, -0.09330, 0.04668], [-1.66851, -3.13246, 3.54254], [-1.57352, -2.33512, 2.47444], [-2.59793, -1.80340, 1.98260], [-0.43055, -2.14369, 1.96762], [-2.58790, -3.07324, 3.83259], [1.82992, -2.81539, -0.71768], [0.87750, -3.88271, -0.86098], [-0.54911, -3.54020, -1.41677], [-1.19806, -2.37699, -0.81994], [-0.39609, -3.41786, -2.97455], [-0.57459, -2.15347, -3.66339], [-1.33494, -4.86087, -1.18390], [-0.90195, -6.06763, -1.81355], [2.71121, -3.07688, -1.30302], [2.11395, -2.75909, 0.33143], [1.41857, -1.86154, -1.04052], [0.37239, -1.86718, -4.11016], [-0.86947, -1.36478, -2.96936], [-1.35556, -2.28075, -4.40584], [-1.33106, -6.89202, -1.25063], [0.18417, -6.15276, -1.81191], [-1.26546, -6.11153, -2.84095], [-2.87809, 4.02758, 3.45801], [-2.72267, 2.75320, 2.80815], [-1.31641, 2.08244, 2.72192], [-1.35043, 0.78475, 2.06402], [-0.80324, 2.05962, 4.19654], [0.44884, 1.38623, 4.47299], [-0.33708, 3.10348, 2.02929], [-0.51192, 3.39925, 0.62455], [-3.90869, 4.08423, 3.79433], [-2.69783, 4.82935, 2.74198], [-2.20728, 4.12423, 4.30756], [0.24644, 0.37260, 4.80630], [0.96106, 1.96656, 5.23248], [1.07495, 1.33572, 3.58089], [0.31221, 2.95426, 0.07746], [-0.48397, 4.48416, 0.51236], [-1.47897, 3.05234, 0.26054], [0.77142, 0.84000, -3.18925], [0.97905, 1.92118, -2.71108], [1.97726, 2.19440, -1.85854], [2.92966, 1.13909, -1.62524], [4.15112, 1.74730, -0.97313], [0.16566, 3.13554, -3.02841], [3.15393, 0.64757, -2.57184], [2.47438, 0.40347, -0.96651], [4.67803, 2.44160, -1.62665], [4.85843, 0.94752, -0.73203], [3.88674, 2.21988, -0.02810], [0.49789, 3.50704, -4.00136], [0.29841, 3.93008, -2.29796], [-0.88195, 2.86565, -3.11570]],
  "forces_ev_per_angstrom": [[0.49, -0.36, 0.92], [-0.86, 0.58, -1.01], [0.17, -0.12, 0.14], [0.01, -0.06, 0.37], [0.09, 0.43, -1.02], [0.15, 0.10, 0.08], [-0.04, 0.03, 0.19], [-0.03, -0.11, -0.05], [0.45, -0.10, 0.07], [-0.03, -0.07, 0.07], [0.48, -0.29, -0.17], [-0.37, 0.86, 0.89], [-0.04, 0.26, -0.24], [-0.03, 0.27, 0.28], [-0.18, -0.18, 0.08], [-0.02, -0.44, -0.21], [-0.07, 0.04, -0.09], [-0.17, 0.09, 0.00], [0.01, 0.05, 0.03], [0.00, -0.11, -0.13], [0.00, -0.14, 0.01], [0.07, -0.10, -0.11], [0.01, 0.05, 0.05], [-0.01, 0.04, 0.08], [0.00, 0.11, 0.05], [-0.16, 0.14, -0.12], [-0.18, 0.03, 0.13], [0.37, 0.46, -0.08], [-0.23, -1.23, -0.47], [0.24, -0.08, 0.23], [0.09, -0.02, -0.20], [-0.06, 0.26, 0.00], [-0.02, 0.29, 0.04], [-0.01, -0.07, 0.02], [0.08, -0.05, 0.00], [0.03, -0.04, 0.03], [-0.07, 0.02, 0.10], [-0.05, -0.03, 0.11], [-0.07, 0.06, 0.00], [-0.08, -0.18, -0.09], [0.08, -0.06, 0.11], [0.10, -0.24, -0.06], [0.20, -0.35, -0.16], [-0.18, 0.01, 0.21], [0.18, 0.08, -0.12], [0.05, -0.05, 0.14], [0.17, -0.39, 0.03], [-0.04, 0.31, -0.10], [0.04, 0.07, -0.03], [-0.17, -0.04, 0.03], [-0.17, 0.15, 0.04], [-0.09, 0.01, -0.04], [-0.01, 0.19, -0.08], [-0.03, 0.01, 0.05], [0.03, -0.03, 0.02], [-0.05, -0.08, 0.02]]
}

3.
{
  "formula": "C11H28AlBF9O4S4",
  "method": "ωB97M-V/def2-TZVPD",
  "e_above_lowest_ev": 0.000,
  "total_charge": -1,
  "elements": ["C", "B", "O", "Al", "C", "C", "C", "F", "F", "C", "F", "F", "S", "F", "F", "F", "F", "F", "H", "H", "H", "H", "H", "H", "H", "H", "H", "H", "C", "S", "O", "C", "H", "H", "H", "H", "H", "H", "C", "S", "O", "C", "H", "H", "H", "H", "H", "H", "C", "S", "O", "C", "H", "H", "H", "H", "H", "H"],
  "coordinates": [[1.27599, 2.66099, 2.80880], [2.57084, 2.23237, 1.97638], [2.76797, 3.00038, 0.82069], [3.79830, 0.51260, 2.52485], [3.30872, -1.00243, 1.22052], [4.36251, -1.14043, 0.10683], [3.83453, -1.44018, -1.27551], [2.70577, -2.20014, -1.24442], [4.71223, -2.15334, -2.04222], [3.38885, -0.21305, -2.12709], [2.50838, 0.50513, -1.42480], [2.77344, -0.63792, -3.24517], [4.73815, 1.00644, -2.71568], [3.59408, 1.86999, -3.41876], [4.60528, 1.85791, -1.40553], [5.93700, 0.19081, -2.07442], [4.94453, 0.18554, -4.07178], [5.79280, 2.05921, -3.25811], [1.28514, 3.73092, 3.04875], [0.38458, 2.45250, 2.19848], [1.19060, 2.05965, 3.71631], [1.93286, 3.36510, 0.49823], [5.41860, 0.76062, 2.42371], [3.38551, 0.03955, 4.04502], [2.31841, -0.78994, 0.81179], [3.25922, -1.93077, 1.79314], [4.96292, -0.23072, 0.04078], [5.04911, -1.96163, 0.32747], [-0.76678, -2.55438, -1.43344], [-1.50860, -3.87584, -0.46711], [-0.44829, -4.48131, 0.37939], [-1.72003, -4.99585, -1.86785], [-0.51275, -1.73857, -0.76022], [0.13394, -2.92249, -1.92460], [-1.51122, -2.22102, -2.15503], [-0.74633, -5.19534, -2.31536], [-2.39624, -4.54399, -2.59443], [-2.15001, -5.91937, -1.48443], [-4.96808, -1.27889, -3.32121], [-5.12453, -1.19079, -1.53138], [-3.87207, -1.75043, -0.96757], [-6.36844, -2.48147, -1.38513], [-4.19007, -0.57568, -3.61155], [-4.68115, -2.29144, -3.60532], [-5.91289, -0.99708, -3.78621], [-5.97553, -3.40529, -1.80937], [-7.27951, -2.17161, -1.89745], [-6.56737, -2.61623, -0.32408], [-2.45736, 4.05434, 4.89519], [-3.05627, 3.23402, 3.41082], [-1.85982, 2.95481, 2.58660], [-3.85130, 4.68712, 2.70143], [-1.88033, 3.31967, 5.45289], [-1.81370, 4.88460, 4.60599], [-3.30256, 4.39876, 5.49208], [-3.10800, 5.47483, 2.57934], [-4.66491, 5.01438, 3.34938], [-4.24613, 4.39536, 1.73033]],
  "forces_ev_per_angstrom": [[0.14, -0.59, -0.32], [0.08, 0.41, 0.13], [-0.06, -0.56, -0.31], [-0.03, 0.02, 0.07], [0.33, 0.26, 0.24], [-0.15, 0.10, 0.07], [-0.22, 0.10, -0.17], [-0.16, -0.21, 0.10], [0.23, 0.03, -0.10], [-0.04, 0.05, 0.05], [0.09, -0.03, -0.10], [0.03, 0.01, 0.08], [0.09, -0.08, -0.09], [-0.08, -0.01, -0.01], [-0.04, 0.01, 0.12], [-0.03, -0.02, 0.02], [-0.04, -0.01, 0.05], [0.08, 0.07, -0.05], [-0.04, -0.02, 0.02], [0.04, 0.15, 0.15], [-0.12, 0.21, 0.09], [0.09, 0.37, 0.26], [0.01, -0.06, -0.05], [0.03, 0.02, -0.01], [0.01, -0.13, 0.02], [-0.20, -0.08, -0.19], [0.13, -0.11, -0.05], [0.05, 0.10, 0.02], [0.04, -0.01, -0.03], [-0.02, -0.03, 0.09], [0.06, -0.06, -0.05], [-0.06, 0.01, -0.05], [-0.02, -0.03, 0.04], [0.02, -0.02, 0.04], [0.01, 0.07, 0.02], [0.01, 0.01, 0.02], [0.00, -0.01, 0.00], [0.01, 0.00, 0.01], [-0.02, 0.00, -0.04], [-0.01, 0.04, 0.04], [-0.01, -0.01, -0.10], [-0.04, -0.02, -0.02], [0.00, 0.00, 0.01], [0.01, 0.00, 0.02], [0.01, 0.01, 0.00], [0.02, 0.00, 0.01], [0.00, 0.00, 0.01], [0.01, 0.01, 0.00], [-0.03, 0.02, 0.05], [0.03, -0.02, 0.06], [-0.24, 0.03, -0.14], [-0.02, 0.04, 0.01], [0.01, 0.00, -0.02], [0.01, -0.02, -0.02], [0.01, -0.01, 0.01], [0.02, -0.02, 0.00], [0.00, 0.00, -0.01], [0.01, -0.01, 0.00]]
}

4.
{
  "formula": "C11H28BaF2O11S3",
  "method": "ωB97M-V/def2-TZVPD",
  "total_energy_ha": -2683.185823,
  "total_charge": -2,
  "elements": ["Ba", "F", "F", "O", "C", "C", "O", "H", "H", "H", "H", "O", "S", "O", "O", "C", "C", "C", "H", "H", "H", "H", "H", "H", "H", "H", "O", "S", "O", "O", "C", "C", "C", "H", "H", "H", "H", "H", "H", "H", "H", "O", "S", "O", "O", "C", "C", "C", "H", "H", "H", "H", "H", "H", "H", "H"],
  "coordinates": [[0.20299, -2.74862, -0.34423], [-1.62369, -4.87977, 0.13522], [0.98625, -4.77345, 1.61905], [1.19419, -4.82299, -1.87542], [2.40802, -4.54284, -2.59580], [3.33724, -3.24397, -2.25463], [2.79670, -2.21184, -1.46144], [2.07110, -4.39445, -3.62175], [3.03261, -5.42920, -2.70694], [3.64751, -2.93387, -3.25247], [4.27487, -3.70120, -1.93857], [0.75471, 2.09952, -2.29870], [-0.03391, 0.86122, -2.09396], [0.04412, 0.14020, -0.82353], [-1.65807, 1.17291, -2.30546], [-2.03292, 2.07577, -3.37569], [-2.38762, 3.48318, -2.83894], [0.21217, -0.30651, -3.40715], [-2.99319, 1.65150, -3.66890], [-1.28778, 2.04015, -4.17042], [-3.15982, 3.46581, -2.06984], [-2.90964, 4.17708, -3.49780], [-1.50069, 4.05441, -2.56480], [0.00715, 0.21347, -4.34294], [-0.53851, -1.07062, -3.20533], [1.24468, -0.65093, -3.34894], [-1.39390, -1.42684, 1.60810], [-2.49179, -0.97423, 2.43609], [-2.77675, -1.41070, 3.81752], [-2.49748, 0.61285, 2.48516], [-1.97543, 1.32922, 1.35524], [-2.19469, 2.86747, 1.40568], [-4.08553, -1.10304, 1.41550], [-2.35628, 1.00250, 0.38760], [-0.90317, 1.13700, 1.39275], [-1.78931, 3.16589, 2.37248], [-3.26865, 2.98801, 1.26358], [-1.70852, 3.41739, 0.59987], [-4.16079, -0.21264, 0.79131], [-4.91100, -1.23833, 2.11435], [-4.04984, -2.06460, 0.90340], [4.10265, -0.95092, 1.89487], [2.80950, -0.35178, 1.58812], [1.64531, -1.23566, 1.40351], [2.38055, 0.83429, 2.64149], [2.09637, 0.68236, 4.01788], [1.44428, 1.94356, 4.46744], [2.94633, 0.84579, 0.08721], [2.98060, 0.52402, 4.63525], [1.42689, -0.15437, 4.21735], [1.17039, 2.04641, 5.51744], [0.49658, 1.97979, 3.93018], [1.95328, 2.84039, 4.11430], [3.70272, 1.55092, 0.43184], [2.00073, 1.30964, -0.19348], [3.31836, 0.32044, -0.79239]],
  "forces_ev_per_angstrom": [[1.35, -4.74, 0.49], [-0.51, 1.42, -0.49], [0.13, 1.22, -0.04], [1.86, 1.69, -0.46], [-2.64, 0.78, 0.71], [-1.37, -0.81, 0.38], [-0.20, -0.43, -0.80], [0.01, 0.43, -1.05], [0.72, -0.44, 0.52], [-0.10, 0.73, -0.82], [0.51, 0.12, 1.24], [-1.80, -2.22, 0.32], [0.44, 0.66, 0.81], [-0.48, 1.59, -1.95], [1.67, 0.30, 0.38], [-1.31, 0.48, 0.80], [0.39, 0.40, -0.19], [-0.19, 0.69, 0.25], [0.25, -0.20, -0.63], [-0.18, 0.26, 0.00], [0.57, -0.56, 0.65], [0.19, -0.50, -1.11], [0.00, -0.27, 0.56], [0.05, -0.12, -0.02], [0.31, -0.21, -0.20], [0.06, -0.36, 0.22], [-1.15, 0.69, 1.53], [-2.23, -1.35, -0.01], [1.05, 0.96, -2.94], [-0.22, 1.20, 0.52], [1.75, 0.85, -0.90], [-0.48, -1.71, 0.73], [1.12, -1.11, 1.28], [-0.13, -0.62, 0.20], [0.00, -0.07, -0.45], [-0.47, 0.60, -0.02], [-0.08, 0.61, 0.56], [0.29, -0.47, -0.02], [-0.01, -0.35, 0.01], [0.11, 0.60, 0.16], [0.38, 0.23, -0.49], [-1.81, 1.48, 0.08], [-0.97, -1.43, -2.31], [2.16, 2.10, 1.04], [0.60, -0.04, -0.87], [0.31, -0.86, 1.22], [-1.42, 1.04, -0.88], [0.50, -0.79, 1.35], [0.47, -0.24, -0.44], [-0.01, -0.20, -0.31], [0.46, -0.37, 0.08], [-0.32, 0.13, 0.00], [0.43, -0.06, 0.26], [-0.18, 0.18, -0.06], [0.10, -0.12, 0.73], [0.00, -0.78, 0.36]]
}